Record 1
Density functional theory data (ωB97M-V with the def2-TZVPD basis set) for a molecular structure, C6H12O in a non-equilibrium geometry.

Computed properties:
**Gap between HOMO and LUMO**: 9.75 eV
**Net charge**: 0
**Calculated total energy**: -8460.01140 eV
**HOMO**: -8.8 eV

Last column: natural (NBO) charge in e.
Positions of all 19 atoms, in Å:
C1 -1.7794 -0.8870 -0.7539  -0.65
C2 -1.3436 0.0325 0.3782  -0.32
C3 0.5462 0.5038 -0.0125  -0.02
C4 0.9541 1.0081 -1.4271  -0.64
C5 1.3499 0.8943 1.2279  -0.46
C6 1.1269 -0.5437 0.8549  0.03
O1 0.1288 -1.1689 1.6313  -0.71
H1 -1.7718 -1.9639 -0.5074  0.19
H2 -1.1013 -0.7425 -1.5910  0.21
H3 -2.8017 -0.6607 -1.0804  0.22
H4 -1.8630 -0.3441 1.3084  0.22
H5 -1.6116 1.0588 0.3066  0.19
H6 0.8732 0.2312 -2.1969  0.21
H7 0.2971 1.8329 -1.7379  0.22
H8 1.9794 1.4240 -1.5388  0.22
H9 0.8116 1.3057 2.0757  0.22
H10 2.3922 1.2524 1.1907  0.22
H11 1.9463 -1.2229 0.6468  0.19
H12 -0.1366 -2.0076 1.2403  0.47



Record 2
Density functional theory data (ωB97M-V with the def2-TZVPD basis set) for a molecular structure, C37H30BrF7N5O5S2Sb2Ti.

Computed properties:
**Gap between HOMO and LUMO (alpha / beta)**: 6.72 / 7.52 eV
**Multiplicity**: 3
**Net charge**: -1
**Calculated total energy**: -203469.22475 eV
**HOMO (alpha / beta)**: -4.9 / -6.1 eV

Last column: Mulliken spin population.
Positions of all 90 atoms, in Å:
Ti1 -0.6644 1.3982 -1.8389  0.40
C1 2.1365 -1.8099 1.1674  0.00
C2 0.8439 -1.4638 1.9279  0.00
C3 1.0110 -0.2915 2.9017  0.00
Sb1 1.5384 1.5803 1.9221  0.00
C4 0.0324 2.8104 2.8149  0.00
C5 -0.5107 3.8242 2.0332  0.00
C6 -1.4883 4.6666 2.5476  0.00
C7 -1.9256 4.5041 3.8520  0.00
C8 -1.3859 3.4958 4.6405  0.00
C9 -0.4124 2.6550 4.1236  0.00
C10 3.0902 2.1068 3.3448  0.00
C11 3.0560 1.7445 4.6903  0.00
C12 4.0736 2.1175 5.5578  0.00
C13 5.1484 2.8615 5.0907  0.00
C14 5.1982 3.2296 3.7551  0.00
C15 4.1766 2.8519 2.8919  0.00
Sb2 2.1065 -1.1398 -0.8923  -0.01
C16 3.9322 -2.1439 -1.4399  0.00
C17 5.0458 -1.3968 -1.8139  0.00
C18 6.2510 -2.0210 -2.1109  0.00
C19 6.3539 -3.4020 -2.0388  0.00
C20 5.2474 -4.1579 -1.6741  0.00
C21 4.0454 -3.5307 -1.3773  0.00
C22 0.8079 -2.7084 -1.5942  0.00
C23 0.3589 -3.7702 -0.8111  0.00
C24 -0.4688 -4.7485 -1.3474  0.00
C25 -0.8588 -4.6804 -2.6782  0.00
C26 -0.4169 -3.6304 -3.4694  0.00
C27 0.4066 -2.6528 -2.9280  0.00
H1 2.3146 -2.8865 1.1301  0.00
H2 3.0159 -1.3773 1.6506  0.00
H3 0.5157 -2.3401 2.4974  0.00
H4 0.0266 -1.2412 1.2357  0.00
H5 0.0961 -0.1297 3.4725  0.00
H6 1.8158 -0.5200 3.6058  0.00
H7 -0.1989 3.9427 1.0013  0.00
H8 -1.9203 5.4362 1.9196  0.00
H9 -2.6935 5.1540 4.2532  0.00
H10 -1.7330 3.3573 5.6575  0.00
H11 -0.0165 1.8620 4.7479  0.00
H12 2.2251 1.1659 5.0771  0.00
H13 4.0273 1.8272 6.6007  0.00
H14 5.9432 3.1521 5.7665  0.00
H15 6.0331 3.8112 3.3833  0.00
H16 4.2280 3.1439 1.8484  0.00
H17 4.9728 -0.3167 -1.8795  0.00
H18 7.1093 -1.4283 -2.4025  0.00
H19 7.2924 -3.8901 -2.2701  0.00
H20 5.3198 -5.2375 -1.6247  0.00
H21 3.1806 -4.1295 -1.1127  0.00
H22 0.6378 -3.8403 0.2339  0.00
H23 -0.8185 -5.5599 -0.7200  0.00
H24 -1.5134 -5.4379 -3.0912  0.00
H25 -0.7297 -3.5535 -4.5034  0.00
H26 0.7158 -1.8236 -3.5536  0.00
F1 -5.4607 -1.2426 1.5860  0.05
C28 -5.4074 -0.0346 1.0313  0.77
F2 -5.8228 -0.0768 -0.2299  0.06
F3 -6.1150 0.8348 1.7361  0.07
S1 -2.4951 0.6165 0.7275  0.05
O1 -1.1181 0.6982 -0.0708  0.01
O2 -2.1746 0.5528 2.1442  0.01
N1 -3.1184 2.2013 0.4829  -0.01
S2 -2.8700 2.6587 -0.9354  0.00
O3 -1.6125 3.3832 -1.2210  0.00
O4 -2.9211 1.5969 -1.9642  0.00
C29 -4.2312 3.8317 -1.3094  0.00
F4 -5.4044 3.2225 -1.1660  0.00
F5 -4.1805 4.8792 -0.4901  0.00
F6 -4.1089 4.2517 -2.5633  0.00
O5 -0.2087 0.4928 -3.4121  -0.02
N2 -0.6875 1.6909 -3.8406  0.17
C30 -1.4891 1.6516 -4.9072  0.26
C31 -1.6723 0.4660 -5.6660  -0.02
N3 -1.8131 -0.4969 -6.2860  0.13
C32 -2.1156 2.8554 -5.3269  -0.01
N4 -2.6249 3.8227 -5.6910  0.11
F7 0.8577 2.2259 -1.5237  0.01
Br1 -5.9235 -4.2188 -1.8599  0.00
C33 -4.4604 -3.0163 -1.9090  0.00
C34 -3.5700 -2.9780 -0.8550  0.00
C35 -2.5215 -2.0748 -0.9421  -0.01
N5 -2.3352 -1.2524 -1.9683  0.00
C36 -3.2056 -1.3154 -2.9706  0.00
C37 -4.2880 -2.1823 -2.9965  0.00
H27 -3.6810 -3.6196 0.0069  0.00
H28 -1.7881 -2.0233 -0.1455  0.01
H29 -3.0395 -0.6425 -3.8001  -0.02
H30 -4.9678 -2.1975 -3.8357  0.00



Record 3
Density functional theory data (ωB97M-V with the def2-TZVPD basis set) for 17 unconnected molecules or ions with the total composition C20H30Cl48N2P3 in a non-equilibrium geometry.

Computed properties:
**Gap between HOMO and LUMO**: 5.82 eV
**Net charge**: -1
**Calculated total energy**: -653146.97152 eV
**HOMO**: -4.4 eV

Last column: Löwdin charge in e.
Positions of all 103 atoms, in Å:
C1 -3.5246 -2.5111 -1.0399  -0.18
C2 -2.0883 -2.9768 -0.8530  -0.50
P1 -0.9183 -2.0292 -1.9668  0.77
C3 -0.3133 -3.3559 -3.0977  -0.38
C4 0.5028 -1.4456 -1.0055  -0.91
P2 1.7255 -2.6537 -0.6294  0.58
N1 1.3178 -4.1709 -0.3491  -0.33
P3 0.0016 -0.4169 0.3019  0.55
N2 -0.6183 0.9689 -0.1746  -0.32
H1 -4.1676 -3.0085 -0.3062  0.06
H2 -3.6301 -1.4404 -0.8707  0.06
H3 -3.9210 -2.7763 -2.0198  0.06
H4 -2.0044 -4.0453 -1.0706  -0.10
H5 -1.7757 -2.8400 0.1829  0.05
H6 -0.0905 -4.2906 -2.5839  -0.10
H7 -1.0868 -3.5254 -3.8465  0.02
H8 0.5895 -3.0139 -3.6031  0.01
H9 2.3795 -2.1753 0.5125  -0.10
H10 2.6604 -2.5714 -1.6738  -0.07
H11 0.3092 -4.2589 -0.4122  -0.12
H12 1.1394 -0.1483 1.0773  -0.07
H13 -0.9221 -1.0573 1.1621  -0.01
H14 -0.6368 0.9880 -1.1884  -0.05
C5 -1.6705 3.4957 0.9737  -1.54
Cl1 -3.3780 3.4155 0.5329  0.47
Cl2 -0.8624 4.7801 0.0568  0.48
Cl3 -1.5108 3.8025 2.7167  0.46
H15 -1.1931 2.5293 0.7164  -0.07
C6 5.5898 -3.6046 -3.3422  -1.55
Cl4 5.1607 -4.0735 -1.6997  0.53
Cl5 5.5235 -4.9969 -4.4280  0.52
Cl6 4.5643 -2.2999 -3.9316  0.52
H16 6.6084 -3.2411 -3.3306  0.01
C7 4.0102 -2.1874 3.3560  -1.49
Cl7 3.5811 -2.6564 5.0097  0.54
Cl8 3.9201 -3.5638 2.2657  0.57
Cl9 2.9489 -0.9194 2.7608  0.53
H17 5.0245 -1.8103 3.3692  0.02
C8 -5.5459 7.2513 1.1625  -1.54
Cl10 -6.7900 6.2353 0.4258  0.48
Cl11 -3.9643 6.5348 0.9339  0.53
Cl12 -5.6175 8.8946 0.5048  0.51
H18 -5.7491 7.3106 2.2233  0.01
C9 0.6038 0.3766 -5.3259  -1.50
Cl13 0.8076 -0.1935 -3.6801  0.58
Cl14 2.1465 0.9215 -6.0156  0.48
Cl15 -0.0900 -0.8982 -6.3398  0.49
H19 -0.0795 1.2153 -5.3212  0.01
C10 3.9849 -0.4939 -9.0850  -1.58
Cl16 4.3075 -1.1181 -7.4774  0.50
Cl17 5.4626 0.1062 -9.8395  0.50
Cl18 3.2057 -1.7125 -10.0982  0.53
H20 3.3054 0.3414 -8.9824  -0.06
C11 -0.0271 4.2723 6.3361  -1.58
Cl19 -1.7402 4.1719 5.9360  0.52
Cl20 0.7700 5.5376 5.4059  0.52
Cl21 0.2058 4.5297 8.0683  0.50
H21 0.4286 3.3265 6.0744  -0.08
C12 -1.5464 -4.3366 -7.8090  -1.55
Cl22 0.0111 -4.5937 -7.0298  0.53
Cl23 -2.8689 -4.8001 -6.7378  0.53
Cl24 -1.7196 -2.6570 -8.3256  0.49
H22 -1.5918 -4.9638 -8.6889  0.01
C13 0.2250 -6.6786 -1.0170  -1.46
Cl25 -0.1957 -7.5030 0.4909  0.49
Cl26 0.4416 -7.8477 -2.3268  0.52
Cl27 -1.0031 -5.4911 -1.4373  0.71
H23 1.1618 -6.1517 -0.8637  -0.02
C14 4.7550 3.8478 -8.8171  -1.54
Cl28 3.3088 2.9852 -9.3460  0.55
Cl29 5.6068 2.9516 -7.5651  0.53
Cl30 5.8173 4.1848 -10.1859  0.52
H24 4.4381 4.7928 -8.3974  0.01
C15 3.4673 1.8429 5.5474  -1.53
Cl31 1.8479 1.6876 4.8675  0.57
Cl32 4.6902 1.7947 4.2791  0.54
Cl33 3.6015 3.3326 6.4851  0.53
H25 3.6352 1.0062 6.2114  -0.04
C16 -8.5671 3.3577 -2.2265  -1.55
Cl34 -6.8560 3.3543 -1.8222  0.53
Cl35 -9.1721 1.7103 -2.4204  0.52
Cl36 -9.5088 4.2312 -1.0126  0.49
H26 -8.6900 3.8702 -3.1711  0.01
C17 -11.3659 8.1831 -0.4293  -1.55
Cl37 -9.7262 7.5758 -0.2480  0.49
Cl38 -12.2988 7.1673 -1.5330  0.51
Cl39 -12.1735 8.3056 1.1364  0.52
H27 -11.3148 9.1763 -0.8547  0.01
C18 2.4180 -6.0282 4.1024  -1.59
Cl40 4.1013 -6.5675 4.0926  0.50
Cl41 1.4571 -6.9391 2.9550  0.52
Cl42 1.7579 -6.0935 5.7427  0.51
H28 2.3962 -4.9988 3.7725  -0.08
C19 1.5481 1.6615 11.2050  -1.56
Cl43 -0.0340 2.3518 11.5760  0.53
Cl44 1.5288 -0.0921 11.4065  0.52
Cl45 2.0589 2.0988 9.5818  0.48
H29 2.2643 2.0697 11.9056  -0.01
C20 5.5521 -0.0542 10.0615  -1.53
Cl46 5.1012 1.3051 11.0952  0.53
Cl47 5.3061 -1.5833 10.9003  0.53
Cl48 4.6609 -0.0286 8.5406  0.53
H30 6.6049 0.0396 9.8329  0.01